(1)
5 unconnected molecules or ions with the total composition C23H46NO10 in a non-equilibrium geometry, computed with ωB97M-V/def2-TZVPD.

```
! wB97M-V def2-TZVPD RIJCOSX def2/J DEFGRID3
* xyz 1 1
O -2.557 1.770 1.398
C -2.216 1.110 0.428
O -2.257 -0.270 0.450
C -1.812 1.728 -0.897
C -0.432 1.270 -1.379
C -0.296 1.260 -2.896
C 0.944 0.424 -3.237
C 2.081 0.549 -2.202
C 2.031 1.753 -1.269
N 0.627 2.198 -0.905
H -1.381 -0.640 0.578
H -1.872 2.806 -0.805
H -2.536 1.389 -1.628
H -0.278 0.259 -1.019
H -0.088 2.284 -3.198
H -1.186 0.879 -3.371
H 1.282 0.594 -4.249
H 0.612 -0.611 -3.211
H 2.193 -0.360 -1.628
H 3.013 0.664 -2.743
H 2.573 2.610 -1.639
H 2.516 1.473 -0.343
H 0.519 2.368 0.094
H 0.451 3.093 -1.360
O 5.216 2.047 -1.812
C 5.634 3.121 -2.165
O 5.835 3.327 -3.469
C 6.263 4.583 -4.018
C 7.758 4.783 -3.889
C 5.989 4.196 -1.165
H 5.690 5.402 -3.582
H 5.990 4.531 -5.070
H 8.082 4.801 -2.849
H 8.054 5.723 -4.354
H 8.288 3.969 -4.381
H 6.941 3.935 -0.704
H 5.223 4.213 -0.393
H 6.060 5.196 -1.583
O -1.700 -4.728 4.858
C -2.619 -4.217 4.284
O -2.388 -3.658 3.081
C -3.415 -3.089 2.264
C -3.775 -1.684 2.697
C -3.995 -4.137 4.902
H -4.281 -3.751 2.217
H -2.987 -3.063 1.263
H -4.176 -1.657 3.710
H -4.519 -1.258 2.024
H -2.895 -1.053 2.686
H -3.988 -3.353 5.658
H -4.204 -5.088 5.386
H -4.798 -3.942 4.197
O -1.536 3.754 -4.544
C -2.384 3.312 -5.277
O -2.008 2.828 -6.463
C -2.914 2.209 -7.391
C -3.691 3.228 -8.197
C -3.848 3.351 -4.903
H -3.562 1.501 -6.872
H -2.276 1.629 -8.052
H -4.315 3.861 -7.568
H -4.333 2.726 -8.920
H -3.005 3.881 -8.736
H -4.210 4.369 -5.041
H -3.941 3.088 -3.852
H -4.476 2.672 -5.471
O 0.718 -6.318 11.038
C 0.552 -6.073 9.878
O -0.637 -6.357 9.317
C -0.966 -6.017 7.967
C -0.405 -7.003 6.966
C 1.665 -5.501 9.028
H -0.670 -4.989 7.752
H -2.054 -6.043 7.930
H 0.684 -7.040 6.994
H -0.713 -6.730 5.959
H -0.766 -8.009 7.186
H 2.365 -6.301 8.792
H 2.181 -4.745 9.614
H 1.334 -5.035 8.103
*
```

Its HOMO-LUMO gap is 7.88 eV. Its electronic energy is -1710.90159 a.u. As for the highest occupied orbital energy: -10.9 eV.



(2)
3 unconnected molecules or ions with the total composition C23H47Cl2O13P3 in a non-equilibrium geometry, computed with ωB97M-V/def2-TZVPD.

```
! wB97M-V def2-TZVPD RIJCOSX def2/J DEFGRID3
* xyz 0 1
C -3.986 -4.351 -2.574
C -3.020 -4.640 -3.756
C -2.692 -3.423 -4.661
C -1.838 -3.981 -5.863
C -1.958 -2.236 -3.934
P -3.219 -0.897 -3.501
O -4.595 -1.415 -3.334
O -2.869 -0.095 -2.086
O -3.320 0.262 -4.642
C -0.796 -1.494 -4.665
C 0.129 -1.173 -3.423
C 1.447 -0.461 -3.687
Cl 1.937 -0.159 -5.375
C 2.222 -0.055 -2.692
C 1.830 -0.335 -1.231
Cl 3.734 0.807 -3.031
C 0.119 -2.594 -2.805
O 0.959 -3.306 -2.439
O -1.267 -2.897 -2.837
H -3.515 -3.649 -1.855
H -4.146 -5.292 -2.003
H -4.964 -3.951 -2.894
H -3.539 -5.376 -4.412
H -2.121 -5.172 -3.389
H -3.614 -3.020 -5.131
H -0.918 -4.408 -5.405
H -1.526 -3.192 -6.568
H -2.390 -4.792 -6.364
H -3.515 -0.444 -1.446
H -4.255 0.511 -4.741
H -0.112 -2.075 -5.310
H -1.003 -0.561 -5.216
H -0.424 -0.552 -2.687
H 0.774 -0.106 -1.012
H 1.964 -1.433 -1.102
H 2.538 0.122 -0.517
O 7.507 4.837 0.601
P 6.279 4.805 1.465
O 6.677 3.627 2.536
C 7.638 3.921 3.547
C 7.033 4.742 4.673
O 5.302 3.923 0.471
C 5.501 3.930 -0.942
C 6.259 2.693 -1.379
O 4.917 5.189 2.365
C 4.273 6.447 2.078
C 3.515 6.417 0.763
H 8.499 4.435 3.109
H 7.988 2.965 3.938
H 6.762 5.742 4.326
H 7.741 4.846 5.497
H 6.122 4.272 5.044
H 6.011 4.841 -1.261
H 4.513 3.938 -1.410
H 7.185 2.569 -0.818
H 6.497 2.739 -2.444
H 5.658 1.802 -1.195
H 5.016 7.249 2.079
H 3.578 6.638 2.896
H 4.202 6.396 -0.086
H 2.888 7.305 0.661
H 2.887 5.528 0.696
O -2.778 -0.247 3.542
P -3.469 -1.577 3.434
O -3.127 -1.984 1.882
C -1.803 -2.410 1.562
C -1.574 -3.846 2.000
O -5.012 -1.033 3.217
C -5.415 0.240 3.721
C -5.401 1.278 2.617
O -4.108 -3.101 3.714
C -4.311 -3.486 5.089
C -5.492 -2.770 5.718
H -1.068 -1.739 2.018
H -1.695 -2.332 0.479
H -1.584 -3.929 3.089
H -0.611 -4.211 1.638
H -2.365 -4.493 1.620
H -4.788 0.544 4.560
H -6.431 0.128 4.107
H -4.439 1.306 2.105
H -5.616 2.271 3.016
H -6.153 1.036 1.864
H -3.397 -3.304 5.660
H -4.493 -4.561 5.089
H -5.267 -1.713 5.884
H -5.739 -3.212 6.685
H -6.367 -2.819 5.070
*
```

As for the structure (SMILES): CC[C@H](C)[C@]1(P(=O)(O)O)C[C@H](/C(Cl)=C(\C)Cl)C(=O)O1.CCOP(=O)(OCC)OCC.CCOP(=O)(OCC)OCC. Its HOMO-LUMO gap is 8.63 eV. Its electronic energy is -3827.22384 a.u. As for the highest occupied orbital energy: -9.3 eV.



Question: Number 2 is which compound?
Answer: C23H47Cl2O13P3